[1]
Here is a molecular structure, C28H29N2O6Ru from OMol25. Energies are from the ωB97M-V functional and the def2-TZVPD basis.

The geometry in XYZ format:
```
66
Properties=species:S:1:pos:R:3:lowdin_charge:R:1
Ru 1.278 0.586 1.572 1.4037
O 4.605 0.074 3.875 0.0850
C 3.942 -0.054 2.868 -0.6069
O 3.292 0.885 2.250 -0.1422
C 4.005 -1.453 2.147 -0.0941
C 4.263 -1.262 0.639 -0.2548
C 4.912 -2.534 0.078 -0.0970
C 3.718 -3.516 0.136 -0.0887
C 2.583 -2.593 0.607 -0.2724
O 2.942 -1.315 0.077 -0.0914
C 2.693 -2.291 2.108 -0.0953
C 1.472 -1.455 2.539 -0.6711
O 1.550 -0.748 3.568 0.0216
O 0.421 -1.481 1.798 -0.0834
H 4.815 -1.984 2.640 0.1487
H 4.753 -0.329 0.377 0.1586
H 5.766 -2.854 0.671 0.1153
H 5.241 -2.365 -0.947 0.1131
H 3.879 -4.343 0.826 0.1167
H 3.484 -3.926 -0.845 0.1121
H 1.587 -2.875 0.287 0.1488
H 2.731 -3.177 2.741 0.1642
C -3.127 -2.279 -3.698 -0.0663
C -3.461 -0.807 -3.474 -0.1930
N -2.465 -0.118 -2.655 -0.0507
C -2.810 0.170 -1.268 -0.1951
C -2.791 -1.065 -0.365 -0.0505
C -1.311 0.232 -3.271 -0.4147
O -1.116 0.037 -4.463 0.0690
C -0.218 0.900 -2.478 -0.0848
C 0.418 2.001 -3.045 0.0288
C 1.508 2.562 -2.403 -0.0212
C 1.925 2.020 -1.201 -0.1212
N 1.319 0.967 -0.658 -0.0189
C 0.286 0.406 -1.287 -0.0545
H -3.901 -2.749 -4.306 0.0761
H -3.061 -2.812 -2.749 0.0651
H -2.177 -2.364 -4.222 0.0728
H -4.425 -0.706 -2.975 0.1184
H -3.511 -0.301 -4.438 0.1195
H -3.807 0.617 -1.253 0.1227
H -2.126 0.922 -0.883 0.0941
H -3.690 -1.668 -0.496 0.0775
H -2.731 -0.762 0.681 0.0563
H -1.929 -1.696 -0.585 0.0725
H 0.054 2.392 -3.986 0.1308
H 2.032 3.406 -2.828 0.1154
H 2.775 2.414 -0.658 0.1271
H -0.124 -0.478 -0.815 0.1148
C -3.975 0.990 2.611 -0.0838
C -2.868 0.326 3.174 -0.0795
C -1.595 0.728 2.880 -0.0509
C -1.362 1.805 1.981 -0.1848
C -0.049 2.225 1.609 -0.1392
C 0.124 3.377 0.892 -0.1214
C -0.989 4.102 0.427 -0.0758
C -2.260 3.663 0.674 -0.0407
C -2.486 2.516 1.468 -0.1884
C -3.788 2.068 1.792 -0.0444
H -4.978 0.660 2.852 0.1048
H -3.027 -0.502 3.852 0.1103
H -0.751 0.251 3.360 0.0850
H 1.120 3.738 0.662 0.0957
H -0.828 5.005 -0.148 0.1062
H -3.112 4.208 0.286 0.1131
H -4.639 2.610 1.394 0.1131
```

Output
- HOMO-LUMO gap (alpha / beta) (eV) = 6.83 / 7.15
- HOMO energy (alpha / beta) (eV) = -8.377 / -8.392
- energy above the lowest of the compared OMol25 structures with the same formula, charge and spin (kJ/mol) = 201.1
- spin multiplicity = 2
- max |F| (Eh/bohr) = 0.04818



[2]
Here is a molecular structure, C28H29N3SiTl from OMol25. Energies are from the ωB97M-V functional and the def2-TZVPD basis.

The geometry in XYZ format:
```
62
Properties=species:S:1:pos:R:3:lowdin_charge:R:1
C -3.073 -0.435 -0.808 -0.2070
C -2.606 -1.408 0.123 -0.2143
C -2.707 -0.846 1.428 -0.2072
H -2.286 -2.425 -0.105 0.0688
C -3.263 0.458 1.302 -0.2020
C -3.473 0.716 -0.075 -0.2035
H -3.908 1.619 -0.496 0.0789
H -3.149 -0.564 -1.885 0.0726
H -2.441 -1.348 2.356 0.0660
H -3.521 1.122 2.122 0.0788
Tl 0.275 0.630 0.109 1.0330
C 4.720 -1.732 1.143 -0.0419
H 4.253 -1.059 1.850 0.0150
H 4.681 -2.760 1.525 0.0582
H 4.207 -1.710 0.149 -0.0340
Si 2.137 -1.374 0.197 0.6819
C 1.842 -1.765 -1.623 -0.3478
C 0.709 -2.320 -2.282 -0.0720
H -0.242 -2.445 -1.748 0.1072
C 0.786 -2.715 -3.627 -0.0518
H -0.073 -3.175 -4.119 0.1188
C 1.965 -2.548 -4.362 -0.0518
H 2.039 -2.892 -5.399 0.1208
C 3.051 -1.927 -3.751 -0.0648
H 3.972 -1.761 -4.313 0.1155
C 2.987 -1.526 -2.411 -0.1173
H 3.850 -1.021 -1.961 0.0982
C 1.197 -2.625 1.234 -0.3130
C 1.211 -3.985 0.847 -0.0820
H 1.664 -4.283 -0.104 0.1103
C 0.700 -4.983 1.690 -0.0581
H 0.791 -6.034 1.409 0.1160
C 0.132 -4.656 2.921 -0.0437
H -0.220 -5.437 3.604 0.1215
C 0.061 -3.307 3.293 -0.0555
H -0.349 -3.042 4.271 0.1185
C 0.566 -2.304 2.461 -0.1024
H 0.518 -1.260 2.783 0.0863
H 2.781 -0.035 0.728 -0.0010
H 5.759 -1.403 0.955 0.0694
N -1.475 4.361 0.014 0.1298
C -1.442 3.755 -1.253 -0.2798
C -1.697 4.582 -2.375 0.0052
C -1.655 4.025 -3.654 -0.0453
C -1.349 2.666 -3.785 -0.0536
C -1.094 1.933 -2.622 -0.1469
N -1.139 2.464 -1.375 0.0378
C -1.187 3.906 1.305 -0.2787
C -1.173 4.864 2.358 0.0112
C -0.858 4.443 3.653 -0.0407
C -0.564 3.086 3.865 -0.0587
C -0.607 2.223 2.780 -0.1634
N -0.904 2.627 1.517 0.0333
H -1.683 5.351 -0.027 0.1350
H -1.884 5.637 -2.192 0.1144
H -1.849 4.646 -4.522 0.1157
H -1.291 2.189 -4.764 0.1109
H -0.820 0.873 -2.701 0.0896
H -1.378 5.897 2.103 0.1124
H -0.836 5.158 4.470 0.1155
H -0.292 2.714 4.861 0.1143
H -0.365 1.166 2.916 0.0778
```

Output
- HOMO-LUMO gap (eV) = 3.95
- HOMO energy (eV) = -8.324
- total charge = +1
- energy above the lowest of the compared OMol25 structures with the same formula, charge and spin (kJ/mol) = 212.3
- spin multiplicity = 1
- max |F| (Eh/bohr) = 0.06621



[3]
Here is 2 unconnected molecules or ions with the total composition C28H29NO4 from OMol25. Energies are from the ωB97M-V functional and the def2-TZVPD basis.

The geometry in XYZ format:
```
62
Properties=species:S:1:pos:R:3:lowdin_charge:R:1
C -5.849 -0.405 0.993 -0.0772
N -4.818 0.254 1.772 -0.2488
C -5.230 0.579 3.125 -0.0799
C -3.460 0.135 1.426 -0.2379
C -2.832 1.126 0.636 0.0090
C -1.481 1.052 0.365 -0.0196
C -0.696 -0.029 0.813 -0.1441
C 0.742 0.019 0.683 0.0004
C 1.602 -1.133 0.879 -0.1255
C 2.882 -0.670 1.339 -0.0969
C 3.827 -1.559 1.827 -0.0050
C 3.536 -2.930 1.808 -0.0635
C 2.321 -3.396 1.283 -0.0627
C 1.347 -2.502 0.820 -0.0150
C 2.844 0.781 1.387 -0.0999
C 1.534 1.213 0.967 -0.0852
C 1.201 2.563 1.083 0.0066
C 2.146 3.464 1.591 -0.0617
C 3.407 3.024 2.024 -0.0605
C 3.758 1.671 1.926 -0.0066
C -1.356 -1.071 1.523 0.0060
C -2.698 -0.977 1.845 0.0071
H -5.440 -0.737 0.032 0.0911
H -6.259 -1.274 1.532 0.0796
H -6.678 0.293 0.812 0.0826
H -4.384 0.980 3.694 0.0914
H -6.028 1.333 3.088 0.0830
H -5.630 -0.306 3.642 0.0783
H -3.423 1.975 0.288 0.1201
H -1.004 1.863 -0.180 0.1074
H 4.768 -1.171 2.212 0.1140
H 4.264 -3.643 2.199 0.1082
H 2.122 -4.469 1.251 0.1076
H 0.400 -2.861 0.420 0.1201
H 0.218 2.924 0.800 0.1008
H 1.888 4.523 1.666 0.1075
H 4.115 3.741 2.440 0.1058
H 4.726 1.300 2.257 0.1129
H -0.786 -1.925 1.881 0.1031
H -3.187 -1.756 2.434 0.1234
H 0.327 -0.838 -1.682 0.1045
C 0.814 0.030 -2.095 0.0861
C 0.000 0.998 -2.771 -0.4868
O 0.349 1.921 -3.496 0.0883
O -1.339 0.801 -2.506 -0.0506
C -2.150 1.729 -3.259 -0.2366
C -3.591 1.475 -2.908 -0.0705
C 2.155 -0.118 -2.581 -0.4830
O 2.780 0.629 -3.322 0.0906
O 2.735 -1.278 -2.115 -0.0340
C 3.997 -1.499 -2.775 -0.2432
C 4.566 -2.809 -2.296 -0.0735
H -1.866 2.759 -3.005 0.1246
H -1.977 1.579 -4.334 0.1295
H -4.219 2.255 -3.347 0.0796
H -3.923 0.509 -3.304 0.0815
H -3.746 1.482 -1.823 0.0466
H 3.844 -1.522 -3.864 0.1284
H 4.680 -0.672 -2.541 0.1244
H 5.614 -2.878 -2.598 0.0761
H 4.509 -2.901 -1.206 0.0639
H 4.033 -3.650 -2.755 0.0779
```

Output
- HOMO-LUMO gap (eV) = 5.05
- HOMO energy (eV) = -7.417
- energy above the lowest of the compared OMol25 structures with the same formula, charge and spin (kJ/mol) = 439.0
- spin multiplicity = 1
- max |F| (Eh/bohr) = 0.03023



[4]
Here is 2 unconnected molecules or ions with the total composition C28H29O8S2 from OMol25. Energies are from the ωB97M-V functional and the def2-TZVPD basis.

The geometry in XYZ format:
```
67
Properties=species:S:1:pos:R:3:lowdin_charge:R:1
C 3.915 0.623 1.934 -0.0904
C 2.578 0.047 2.326 -0.2501
O 1.621 1.121 2.432 -0.0573
C 0.380 0.651 2.751 -0.4759
C -0.714 1.633 2.439 -0.1918
C -0.418 2.718 1.488 -0.1179
C -2.050 1.143 2.704 -0.4738
C -3.227 1.788 2.008 -0.0083
O -2.212 0.251 3.537 -0.0531
O 0.230 -0.470 3.193 0.0546
H 4.670 -0.167 1.968 0.0670
H 3.886 1.004 0.907 0.0710
H 4.227 1.428 2.606 0.0728
H 2.223 -0.647 1.556 0.1230
H 2.630 -0.484 3.283 0.1182
H 0.658 2.924 1.514 0.0711
H -0.708 2.451 0.453 0.0787
H -0.947 3.641 1.760 0.0356
H -3.014 2.800 1.643 0.0627
H -3.508 1.151 1.156 0.0843
H -4.074 1.832 2.703 0.0584
C -5.578 6.895 3.340 -0.0688
O -4.214 6.537 3.037 -0.0902
C -3.574 5.658 3.852 -0.2559
C -2.234 5.328 3.503 -0.0055
C -1.627 4.253 4.103 -0.0279
C -2.329 3.432 5.017 -0.1953
C -1.806 2.157 5.416 -0.0311
C -2.457 1.261 6.215 -0.3175
S -1.558 0.357 7.459 0.7027
C -1.554 1.402 8.924 -0.2511
C -0.369 2.045 9.290 -0.0564
C -0.307 2.747 10.496 -0.0852
C -1.431 2.810 11.328 -0.0946
C -2.631 2.217 10.927 -0.0759
C -2.700 1.526 9.714 -0.0498
O -2.359 -0.800 7.791 -0.2980
O -0.190 0.218 7.026 -0.2908
S -4.223 0.912 6.116 0.7292
C -4.531 -0.861 6.060 -0.2753
C -5.477 -1.409 6.929 -0.0641
C -5.678 -2.794 6.924 -0.0877
C -4.956 -3.611 6.047 -0.0916
C -4.068 -3.038 5.135 -0.0614
C -3.890 -1.656 5.121 -0.0389
O -4.775 1.323 7.401 -0.3564
O -4.742 1.499 4.903 -0.2897
C -3.540 3.940 5.546 -0.0193
C -4.177 5.018 4.963 -0.0064
H -5.859 7.582 2.542 0.0860
H -6.238 6.017 3.333 0.0955
H -5.637 7.398 4.314 0.0909
H -1.745 5.883 2.703 0.1184
H -0.592 3.998 3.875 0.1237
H -0.761 1.923 5.205 0.1332
H 0.494 1.986 8.631 0.1114
H 0.622 3.243 10.780 0.1004
H -1.375 3.337 12.283 0.0984
H -3.526 2.288 11.552 0.1039
H -3.642 1.103 9.376 0.0971
H -6.029 -0.757 7.605 0.1082
H -6.406 -3.219 7.617 0.0959
H -5.097 -4.694 6.063 0.0956
H -3.514 -3.650 4.422 0.1076
H -3.250 -1.182 4.385 0.0925
H -3.971 3.512 6.450 0.1069
H -5.172 5.304 5.315 0.1082
```

Output
- HOMO-LUMO gap (eV) = 5.31
- HOMO energy (eV) = -3.336
- total charge = -1
- energy above the lowest of the compared OMol25 structures with the same formula, charge and spin (kJ/mol) = 8.0
- spin multiplicity = 1
- max |F| (Eh/bohr) = 0.05844